A cluster of 2 separate species, C28H16BF6N2 in total at a distorted geometry, computed with wB97M-V/def2-TZVPD.

Kohn-Sham gap	4.4	eV
charge	-1
electronic energy	-49257.0688	eV

Each line ends with the Löwdin charge.
Geometry (Å):
C: -0.685 -3.625 7.063  -0.1612
C: -1.819 -3.304 6.185  -0.3223
C: -2.965 -4.071 6.174  -0.3141
N: -3.955 -4.711 6.186  0.0587
C: -1.767 -2.183 5.365  -0.3126
N: -1.723 -1.226 4.687  0.0746
C: 0.661 -3.196 6.516  -0.2256
C: 0.976 -1.829 6.539  -0.0376
C: 2.138 -1.428 5.878  -0.0829
C: 2.994 -2.409 5.354  -0.1161
C: 2.723 -3.775 5.496  -0.1024
C: 1.567 -4.181 6.166  -0.0476
H: -0.634 -4.667 7.360  0.1180
H: 0.313 -1.119 7.058  0.1051
H: 2.360 -0.369 5.807  0.0934
H: 3.898 -2.101 4.841  0.0832
H: 3.386 -4.561 5.118  0.0927
H: 1.284 -5.208 6.414  0.1112
F: -2.916 -4.674 12.026  0.0728
C: -1.575 -4.462 12.263  -0.1759
C: -0.984 -5.235 13.237  -0.0176
C: 0.393 -5.154 13.416  -0.0614
C: 1.163 -4.377 12.543  -0.0134
C: 0.525 -3.637 11.565  -0.1861
F: 1.250 -3.029 10.553  0.0708
C: -0.882 -3.516 11.489  0.0344
B: -1.613 -2.377 10.770  -0.1760
C: -3.111 -2.465 10.452  0.0059
C: -3.846 -3.281 9.580  -0.1806
F: -3.252 -4.406 9.056  0.0625
C: -5.189 -3.051 9.337  0.0007
C: -5.888 -2.130 10.118  -0.0577
C: -5.214 -1.412 11.114  -0.0201
C: -3.866 -1.603 11.247  -0.2116
F: -3.217 -0.973 12.286  0.0617
C: -0.963 -0.992 10.567  0.0137
C: -1.046 -0.161 9.445  -0.1699
F: -1.707 -0.596 8.299  0.0517
C: -0.456 1.099 9.370  0.0043
C: 0.187 1.620 10.518  -0.0555
C: 0.248 0.840 11.668  -0.0218
C: -0.285 -0.424 11.652  -0.2102
F: -0.131 -1.177 12.795  0.0598
H: -0.732 -2.949 7.893  0.0754
H: -1.634 -5.865 13.848  0.1221
H: 0.853 -5.640 14.282  0.1109
H: 2.250 -4.346 12.639  0.1203
H: -5.687 -3.602 8.546  0.1168
H: -6.960 -2.001 10.005  0.1044
H: -5.709 -0.732 11.789  0.1113
H: -0.484 1.662 8.441  0.1202
H: 0.586 2.626 10.507  0.1024
H: 0.714 1.203 12.589  0.1213

=====

A structure of composition C28H17CeCl8N6O10 at a distorted geometry, computed with wB97M-V/def2-TZVPD.

energy relative to the best compared isomer or geometry (same formula, charge and spin)	26.2	kJ/mol
Kohn-Sham gap	6.2	eV
charge	-1
electronic energy	-171838.7371	eV

Each line ends with the Löwdin charge.
Geometry (Å):
Ce: -1.255 0.385 -0.514  1.3640
O: -1.691 -2.397 2.993  0.0600
C: -1.246 -1.397 2.445  -0.5569
O: -1.121 -1.219 1.175  -0.1211
C: -0.775 -0.232 3.325  -0.0741
C: 0.591 0.276 2.837  -0.2320
C: 1.222 1.171 3.913  -0.0815
C: 0.357 2.447 3.790  -0.0968
C: -0.587 2.055 2.645  -0.2821
O: 0.230 1.213 1.815  -0.1383
C: -1.641 1.060 3.140  -0.0709
C: -2.750 0.883 2.081  -0.5609
O: -3.749 0.252 2.401  0.0650
O: -2.552 1.456 0.943  -0.1646
H: -0.753 -0.577 4.354  0.1539
H: 1.245 -0.497 2.440  0.1506
H: 1.179 0.709 4.899  0.1149
H: 2.264 1.376 3.668  0.1156
H: -0.193 2.685 4.700  0.1155
H: 0.959 3.305 3.499  0.0876
H: -0.988 2.883 2.072  0.1453
H: -2.116 1.360 4.071  0.1593
Cl: 6.328 3.409 -1.417  0.6356
C: 4.717 2.772 -1.245  -0.6847
C: 3.817 3.409 -0.414  -0.1469
C: 2.546 2.886 -0.286  -0.5690
Cl: 1.394 3.770 0.658  0.7807
C: 2.100 1.705 -0.943  -0.5049
O: 0.916 1.217 -0.771  -0.3014
C: 3.058 1.170 -1.851  -0.5705
Cl: 2.548 -0.091 -2.921  0.7663
C: 4.338 1.670 -1.986  -0.1450
H: 4.084 4.312 0.115  0.1010
H: 5.020 1.207 -2.685  0.1026
Cl: -4.457 1.133 -1.661  0.7679
C: -3.414 2.078 -2.666  -0.6735
C: -2.059 2.134 -2.311  -0.1958
C: -1.321 3.020 -3.111  -0.6543
Cl: 0.359 3.275 -2.778  0.7850
C: -1.852 3.739 -4.182  -0.7114
Cl: -0.876 4.825 -5.096  0.6624
C: -3.190 3.581 -4.521  -0.7135
Cl: -3.855 4.391 -5.885  0.6671
C: -3.983 2.746 -3.744  -0.7102
Cl: -5.653 2.554 -4.123  0.6630
N: -4.176 -2.420 1.468  0.1614
N: -3.660 -2.315 0.209  -0.2249
N: -3.574 -3.334 -0.607  0.1729
C: -3.094 -2.773 -1.710  -0.1555
N: -2.940 -1.455 -1.567  -0.0102
N: -3.292 -1.184 -0.330  -0.0550
H: -3.504 -2.924 2.046  0.0848
H: -4.236 -1.471 1.840  0.0664
H: -2.860 -3.314 -2.606  0.1147
O: -0.435 -3.304 -2.526  0.0635
C: 0.060 -2.449 -1.809  -0.5455
O: -0.295 -1.213 -1.738  -0.1942
C: 1.225 -2.876 -0.914  -0.0900
C: 1.790 -2.018 0.023  -0.0096
C: 2.885 -2.420 0.775  -0.0432
C: 3.422 -3.682 0.603  0.0030
C: 2.837 -4.540 -0.320  -0.1367
C: 1.747 -4.147 -1.080  0.0750
N: 3.388 -5.875 -0.488  -0.3546
O: 4.356 -6.188 0.189  0.0572
O: 2.864 -6.619 -1.296  0.0756
H: 1.381 -1.025 0.133  0.0882
H: 3.337 -1.740 1.486  0.1085
H: 4.283 -4.016 1.160  0.1151
H: 1.296 -4.806 -1.807  0.1302

=====

A structure of composition C28H18B3BrO7S at a distorted geometry, computed with wB97M-V/def2-TZVPD.

energy relative to the best compared isomer or geometry (same formula, charge and spin)	68.4	kJ/mol
Kohn-Sham gap	8.6	eV
electronic energy	-126576.6955	eV

Each line ends with the Löwdin charge.
Geometry (Å):
S: 1.885 7.241 -4.137  0.9137
B: 1.308 5.538 -4.134  -0.9702
O: 0.246 5.066 -3.383  0.2307
B: 0.735 4.089 -2.549  -0.3589
O: 1.425 3.052 -3.168  0.2104
B: 2.401 3.605 -3.946  -1.0669
Br: 4.262 3.163 -3.724  0.8377
O: 2.053 4.596 -4.829  0.1831
H: 0.829 7.824 -3.564  -0.1216
H: 0.665 4.186 -1.372  0.1288
C: -0.853 1.494 -0.878  -0.0688
C: -1.857 0.577 -1.170  -0.0459
C: -2.924 0.414 -0.305  0.0036
C: -2.988 1.161 0.865  -0.0806
C: -1.971 2.070 1.167  -0.0831
C: -0.910 2.239 0.287  -0.0161
C: -1.994 2.856 2.433  -0.2762
O: -1.114 3.649 2.690  0.1101
C: -3.127 2.631 3.375  -0.0828
C: -3.145 3.314 4.584  -0.0018
C: -4.195 3.126 5.466  -0.0556
C: -5.235 2.261 5.142  -0.0555
C: -5.220 1.576 3.940  -0.0017
C: -4.164 1.752 3.056  -0.0828
C: -4.152 0.982 1.779  -0.2773
O: -5.058 0.230 1.494  0.1095
H: -0.020 1.614 -1.558  0.0971
H: -1.803 -0.015 -2.075  0.1145
H: -3.711 -0.294 -0.526  0.1224
H: -0.130 2.948 0.528  0.1150
H: -2.335 3.987 4.828  0.1208
H: -4.206 3.656 6.410  0.1079
H: -6.057 2.121 5.830  0.1079
H: -6.022 0.899 3.681  0.1209
C: 0.474 -1.120 0.933  -0.0534
C: -0.064 -2.220 1.594  -0.0465
C: 0.397 -3.493 1.311  0.0000
C: 1.392 -3.674 0.359  -0.0823
C: 1.918 -2.571 -0.317  -0.0801
C: 1.461 -1.294 -0.019  0.0030
C: 2.957 -2.741 -1.372  -0.2772
O: 3.417 -1.782 -1.956  0.1075
C: 3.408 -4.124 -1.694  -0.0826
C: 4.339 -4.313 -2.707  -0.0028
C: 4.778 -5.590 -3.011  -0.0574
C: 4.295 -6.683 -2.300  -0.0573
C: 3.364 -6.502 -1.293  -0.0029
C: 2.912 -5.224 -0.990  -0.0824
C: 1.888 -5.052 0.080  -0.2773
O: 1.468 -6.005 0.701  0.1066
H: 0.116 -0.125 1.162  0.0925
H: -0.845 -2.081 2.330  0.1087
H: -0.011 -4.354 1.823  0.1207
H: 1.881 -0.444 -0.541  0.1197
H: 4.713 -3.458 -3.252  0.1204
H: 5.501 -5.735 -3.803  0.1072
H: 4.644 -7.679 -2.537  0.1071
H: 2.980 -7.346 -0.738  0.1203

=====

A structure of composition C28H18MgN4O2 at a distorted geometry, computed with wB97M-V/def2-TZVPD.

energy relative to the best compared isomer or geometry (same formula, charge and spin)	383.7	kJ/mol
Kohn-Sham gap	6.8	eV
electronic energy	-44829.2821	eV

Each line ends with the Löwdin charge.
Geometry (Å):
Mg: 11.089 11.122 6.601  0.8228
C: 15.533 11.692 6.129  -0.0578
C: 14.151 11.771 5.916  -0.1117
N: 13.230 11.240 6.703  0.0468
C: 13.635 10.613 7.826  -0.1326
C: 15.041 10.451 8.121  -0.1442
C: 16.007 11.046 7.239  0.0102
C: 15.404 9.646 9.202  -0.0720
C: 14.443 8.995 9.936  -0.0869
C: 13.089 9.164 9.694  -0.0312
C: 12.613 10.028 8.720  -0.2011
N: 11.317 10.239 8.311  -0.0081
C: 10.085 10.007 8.902  -0.1906
C: 9.764 9.961 10.292  -0.0117
C: 8.455 9.766 10.676  -0.0908
C: 7.396 9.643 9.787  -0.0352
C: 7.691 9.773 8.446  -0.1294
C: 6.644 9.635 7.398  -0.1049
C: 6.863 9.049 5.242  -0.0721
C: 8.347 9.272 4.861  -0.0587
N: 9.317 10.039 6.620  -0.0217
C: 8.987 10.005 8.026  -0.1106
H: 16.219 12.139 5.395  0.1149
H: 13.858 12.301 5.014  0.1203
H: 17.069 10.860 7.402  0.1219
H: 16.436 9.458 9.429  0.1028
H: 14.775 8.311 10.701  0.1057
H: 12.341 8.624 10.285  0.1122
H: 10.532 10.069 11.045  0.1032
H: 8.213 9.717 11.747  0.1108
H: 6.382 9.542 10.191  0.1184
H: 5.655 9.851 7.767  0.1414
H: 6.165 8.780 4.493  0.1267
H: 8.645 9.163 3.824  0.1470
O: 7.947 12.797 4.778  0.0632
C: 8.767 12.022 5.267  -0.5348
O: 10.009 12.319 5.561  -0.1060
C: 8.330 10.626 5.646  -0.2087
C: 6.888 10.430 6.053  -0.0494
C: 6.630 8.299 6.592  -0.1203
C: 7.689 7.218 6.743  -0.1009
C: 7.336 5.880 6.954  -0.0378
C: 8.297 4.920 7.039  -0.0912
C: 9.667 5.248 6.994  -0.0782
C: 10.043 6.548 6.699  0.0017
C: 9.023 7.524 6.484  -0.1663
N: 9.373 8.750 5.828  0.0644
H: 6.203 11.251 5.822  0.1500
H: 5.642 7.827 6.593  0.1424
H: 6.288 5.603 6.952  0.1132
H: 7.990 3.908 7.203  0.0970
H: 10.371 4.417 7.151  0.1073
H: 11.093 6.900 6.663  0.1206